DFT (wB97M-V/def2-TZVPD) results for a single C5H6INOS2 molecule.

Summary:
- Highest occupied orbital energy: -8.7 eV
- Frontier orbital gap: 8.1 eV
- Structure (SMILES): C=C1N=C(C)S[C@H]1OSI
- 2S+1: 1

Each line ends with the Löwdin charge.
Cartesian coordinates (Å):
C1 -1.56 1.63 -1.32  0.101
C2 -0.75 0.90 -0.62  -0.404
N1 -0.89 0.67 0.76  0.120
C3 0.22 0.15 1.18  -0.651
C4 0.42 -0.29 2.58  -0.100
S1 1.54 -0.18 0.11  0.978
C5 0.47 0.31 -1.26  -0.592
O1 0.11 -0.73 -2.16  -0.641
S2 -0.24 -2.27 -1.74  0.332
I1 1.87 -3.43 -1.69  0.374
H1 -2.49 1.95 -0.78  0.105
H2 -1.24 1.85 -2.27  0.049
H3 0.97 0.35 3.21  0.057
H4 -0.50 -0.61 3.19  0.117
H5 1.04 -1.18 2.68  0.068
H6 1.05 0.88 -1.87  0.086

DFT (wB97M-V/def2-TZVPD) results for 2 unconnected molecules or ions with the total composition C5H6IO3.

Summary:
- Highest occupied orbital energy: -3.8 eV
- Frontier orbital gap: 7.0 eV
- Charge: -1
- 2S+1: 1

Each line ends with the Löwdin charge.
Cartesian coordinates (Å):
C1 -1.76 0.37 0.69  -0.453
C2 1.06 -0.25 0.80  -0.083
C3 -2.13 1.17 -0.45  -0.758
C4 0.92 -1.67 1.17  -0.136
C5 1.48 1.02 -1.11  -0.143
O1 -2.57 2.16 -0.95  0.051
O2 -1.64 -0.02 -0.81  -0.115
O3 1.38 -0.20 -0.53  -0.181
I1 -3.73 -0.60 1.40  0.372
H1 -0.14 -1.80 1.29  0.058
H2 1.44 -1.78 2.12  0.061
H3 1.12 -2.40 0.34  0.091
H4 0.45 1.35 -1.23  0.077
H5 2.04 0.97 -2.13  0.117
H6 2.06 1.68 -0.59  0.043

DFT (wB97M-V/def2-TZVPD) results for a molecular structure, C5H6LiMgNaO4.

Summary:
- Highest occupied orbital energy (spin up / spin down): -14.6 / -14.6 eV
- Frontier orbital gap (spin up / spin down): 5.5 / 5.5 eV
- Charge: +2
- 2S+1: 1

Each line ends with the Löwdin charge.
Cartesian coordinates (Å):
O1 2.05 -0.65 -1.06  -0.069
C1 1.98 -0.07 0.05  -0.611
O2 2.55 1.09 0.02  -0.215
Mg1 1.65 1.95 -1.56  1.288
Li1 2.87 1.79 1.82  0.846
O3 -0.23 1.48 -1.46  -0.131
Na1 0.87 -1.87 -2.63  0.805
C2 -0.60 0.34 -1.06  -0.320
O4 -1.91 0.28 -0.95  -0.056
C3 -2.55 -0.92 -0.53  -0.034
H1 -3.42 -0.62 0.06  0.110
H2 -2.90 -1.49 -1.40  0.100
H3 -1.88 -1.57 0.05  0.088
C4 0.76 -0.31 0.89  -0.095
C5 0.34 0.54 1.96  0.018
H4 0.79 -1.34 1.27  0.125
H5 -0.03 0.02 2.84  0.069
H6 -0.34 1.36 1.68  0.081

DFT (wB97M-V/def2-TZVPD) results for a molecular structure, C5H6MnO5.

Summary:
- Highest occupied orbital energy (spin up / spin down): -12.4 / -12.4 eV
- Frontier orbital gap (spin up / spin down): 5.7 / 5.7 eV
- Charge: +1
- ⟨S²⟩: 12.01
- 2S+1: 7

Each line ends with the Mulliken spin population.
Cartesian coordinates (Å):
H1 -2.13 -0.33 2.40  0.027
O1 0.84 2.59 -0.18  -0.028
C1 -1.61 0.12 1.55  0.798
C2 0.32 3.42 0.49  0.023
H2 -2.37 0.38 0.82  0.021
H3 0.14 -1.50 -2.87  0.006
C3 0.62 -1.26 -1.91  0.006
C4 -0.25 -1.56 -0.68  0.009
O2 0.36 -0.90 0.40  0.068
C5 -0.10 -0.15 1.52  0.072
O3 0.36 3.80 1.75  0.046
O4 1.05 0.37 1.86  0.073
Mn1 1.60 0.72 0.00  4.785
O5 1.17 -0.03 -1.91  0.105
H4 1.53 -1.94 -1.93  -0.004
H5 -0.30 -2.63 -0.48  -0.003
H6 -1.24 -1.11 -0.83  -0.004

DFT (wB97M-V/def2-TZVPD) results for a gas-phase ion, C5H6N (charge +1).

Summary:
- Highest occupied orbital energy (spin up / spin down): -14.0 / -14.1 eV
- Frontier orbital gap (spin up / spin down): 8.1 / 8.7 eV
- Charge: +1
- 2S+1: 1

Each line ends with the Löwdin charge.
Cartesian coordinates (Å):
C1 2.37 -1.22 -1.24  0.238
C2 1.83 -0.24 -0.59  -0.084
C3 -0.81 -0.58 -0.17  0.086
C4 -1.54 0.52 0.59  -0.091
C5 -0.21 1.13 0.90  0.137
N1 0.38 0.09 0.04  0.006
H1 2.51 -2.09 -1.81  0.059
H2 2.23 0.77 -0.53  0.110
H3 -0.92 -1.48 -0.70  0.128
H4 -2.03 1.02 -0.26  0.138
H5 -2.33 0.16 1.40  0.185
H6 0.36 1.84 1.32  0.089

DFT (wB97M-V/def2-TZVPD) results for a gas-phase ion, C5H6N (charge +1).

Summary:
- Highest occupied orbital energy (spin up / spin down): -14.0 / -14.0 eV
- Frontier orbital gap (spin up / spin down): 7.4 / 7.4 eV
- Charge: +1
- 2S+1: 1

Each line ends with the Löwdin charge.
Cartesian coordinates (Å):
C1 -0.69 -0.61 -0.68  -0.075
C2 -0.11 0.23 -1.65  0.135
C3 -1.52 -1.58 -0.40  0.215
C4 0.54 0.55 1.58  0.101
C5 0.93 0.86 -0.85  -0.133
N1 0.54 0.20 0.41  -0.047
H1 -1.91 -2.18 -1.20  0.119
H2 -1.57 -1.80 0.62  0.092
H3 0.18 -0.15 2.27  0.098
H4 1.00 1.57 1.83  0.163
H5 0.63 2.01 -0.88  0.200
H6 1.98 0.91 -1.06  0.132

DFT (wB97M-V/def2-TZVPD) results for a gas-phase ion, C5H6N (charge +1).

Summary:
- Highest occupied orbital energy (spin up / spin down): -14.9 / -14.9 eV
- Frontier orbital gap (spin up / spin down): 7.5 / 7.5 eV
- Charge: +1
- 2S+1: 1

Each line ends with the Löwdin charge.
Cartesian coordinates (Å):
C1 1.21 1.09 0.03  0.001
C2 -0.80 0.08 0.10  -0.319
C3 1.41 -0.36 0.00  -0.153
C4 -2.21 0.08 -0.09  0.317
C5 0.13 -1.01 0.12  0.159
N1 -0.15 1.30 0.11  0.094
H1 1.96 1.89 0.09  0.142
H2 1.78 -0.75 -1.00  0.204
H3 2.35 -0.50 0.59  0.178
H4 -2.83 1.06 -0.05  0.153
H5 -2.73 -0.88 -0.09  0.103
H6 -0.12 -2.02 0.19  0.121

DFT (wB97M-V/def2-TZVPD) results for 2 unconnected molecules or ions with the total composition C5H6N.

Summary:
- Highest occupied orbital energy (spin up / spin down): -15.2 / -12.2 eV
- Frontier orbital gap (spin up / spin down): 9.0 / 4.9 eV
- Charge: +1
- 2S+1: 1

Each line ends with the Löwdin charge.
Cartesian coordinates (Å):
C1 0.26 1.49 -1.81  0.001
C2 0.16 0.64 -0.59  0.106
C3 -0.98 0.72 -1.58  0.016
C4 0.54 0.00 -1.85  -0.016
C5 0.34 -1.02 2.52  0.199
N1 -0.69 -0.43 -2.42  0.190
H1 0.73 2.34 -2.21  0.127
H2 -0.13 -1.79 2.09  -0.053
H3 0.16 -0.72 3.56  0.023
H4 1.14 -0.39 2.04  0.007
H5 -1.07 -1.35 -2.27  0.192
H6 -0.81 -0.42 -3.45  0.207

DFT (wB97M-V/def2-TZVPD) results for a gas-phase ion, C5H6N (charge +1).

Summary:
- Highest occupied orbital energy (spin up / spin down): -13.7 / -13.7 eV
- Frontier orbital gap (spin up / spin down): 8.4 / 8.4 eV
- Charge: +1
- Structure (SMILES): C=C=C[N+]#CC
- 2S+1: 1

Each line ends with the Löwdin charge.
Cartesian coordinates (Å):
C1 1.60 -0.81 -2.57  0.137
C2 0.97 -0.65 -1.56  -0.014
C3 -0.07 -0.97 -0.74  -0.105
N1 -0.13 -0.10 0.21  0.105
C4 -0.69 0.68 1.02  0.115
C5 -1.03 1.09 2.27  -0.017
H1 1.56 0.19 -2.78  0.099
H2 2.18 -1.57 -3.07  0.132
H3 -1.12 -1.52 -0.96  0.206
H4 -1.25 0.32 2.98  0.118
H5 -1.76 1.83 2.31  0.099
H6 -0.25 1.50 2.88  0.124

DFT (wB97M-V/def2-TZVPD) results for a gas-phase ion, C5H6N (charge +1).

Summary:
- Highest occupied orbital energy: -14.7 eV
- Frontier orbital gap: 10.7 eV
- Charge: +1
- Structure (SMILES): C=C=C1[C@@H]2C[N@H+]12
- 2S+1: 1

Each line ends with the Löwdin charge.
Cartesian coordinates (Å):
C1 2.68 -0.07 0.15  0.081
C2 1.42 0.09 -0.08  -0.015
C3 0.17 0.06 0.15  -0.086
C4 -0.96 0.74 -0.36  -0.057
C5 -1.99 0.12 0.45  0.033
N1 -1.06 -0.70 -0.28  0.113
H1 3.15 -0.24 1.19  0.132
H2 3.50 0.15 -0.68  0.134
H3 -1.17 1.31 -1.18  0.148
H4 -1.76 0.02 1.58  0.183
H5 -2.93 -0.03 0.02  0.126
H6 -1.04 -1.45 -0.95  0.208

DFT (wB97M-V/def2-TZVPD) results for a gas-phase ion, C5H6N (charge +1).

Summary:
- Highest occupied orbital energy: -14.7 eV
- Frontier orbital gap: 8.8 eV
- Charge: +1
- Structure (SMILES): C=CC1=C2C[N@@H+]12
- 2S+1: 1

Each line ends with the Löwdin charge.
Cartesian coordinates (Å):
C1 -2.18 0.27 0.08  0.142
C2 -1.33 -0.76 -0.19  -0.064
C3 0.04 -0.56 -0.09  -0.222
C4 1.24 -0.95 0.26  0.224
C5 2.12 0.15 -0.15  -0.025
N1 0.75 0.67 -0.05  0.130
H1 -3.33 0.27 0.30  0.147
H2 -1.72 1.17 0.24  0.033
H3 -1.54 -1.78 -0.43  0.125
H4 3.02 0.29 0.43  0.138
H5 2.48 -0.08 -1.17  0.156
H6 0.45 1.31 0.76  0.216

DFT (wB97M-V/def2-TZVPD) results for a gas-phase ion, C5H6N (charge +1).

Summary:
- Highest occupied orbital energy (spin up / spin down): -15.9 / -16.2 eV
- Frontier orbital gap (spin up / spin down): 7.5 / 7.6 eV
- Charge: +1
- 2S+1: 1

Each line ends with the Löwdin charge.
Cartesian coordinates (Å):
C1 -1.16 -0.18 -3.94  0.301
C2 -0.51 -0.40 -2.91  -0.120
C3 0.63 -0.33 0.59  -0.047
C4 -0.52 0.53 0.52  -0.081
C5 -0.40 -0.56 -0.55  -0.171
N1 0.10 -0.11 -1.81  0.166
H1 1.65 0.12 0.24  0.167
H2 0.64 -1.10 1.29  0.100
H3 -1.35 0.50 1.18  0.113
H4 -0.51 1.67 0.31  0.166
H5 -1.10 -1.50 -0.49  0.217
H6 0.75 0.66 -1.81  0.190

Number 1: calculated total energy -38589.0877 eV, maximum force 0.0652 Eh/bohr. Number 2: calculated total energy -19521.0979 eV, maximum force 0.0839 Eh/bohr. Number 3: calculated total energy -23522.2602 eV, maximum force 0.1266 Eh/bohr. Number 4: calculated total energy -46826.8645 eV, maximum force 0.2201 Eh/bohr. Number 5: calculated total energy -6757.9291 eV, maximum force 0.1290 Eh/bohr. Number 6: calculated total energy -6758.2261 eV, maximum force 0.0966 Eh/bohr. Number 7: calculated total energy -6761.5662 eV, maximum force 0.1214 Eh/bohr. Number 8: calculated total energy -6752.6332 eV, maximum force 0.1038 Eh/bohr. Number 9: calculated total energy -6759.0600 eV, maximum force 0.2579 Eh/bohr. Number 10: calculated total energy -6759.4988 eV, maximum force 0.0796 Eh/bohr. Number 11: calculated total energy -6759.2265 eV, maximum force 0.0662 Eh/bohr. Number 12: calculated total energy -6757.2417 eV, maximum force 0.1202 Eh/bohr.